[1]
The following is a quantum chemistry calculation of a molecular structure, C20H30BrClFNO5V, from the OMol25 dataset.

```
60
Properties=species:S:1:pos:R:3
Br 6.227 0.461 -0.039
V -0.185 -2.287 7.044
Cl -0.898 -1.263 0.959
F -0.358 -3.018 -2.614
O 1.207 1.197 2.192
O 0.115 -3.678 -0.628
O -1.699 -2.378 7.776
O 4.520 -1.604 -0.405
O 1.412 -2.187 6.406
N 0.018 0.984 0.258
C -2.559 3.391 -0.192
C 2.145 -1.794 1.421
C -0.210 -0.300 -0.442
C 1.331 0.684 -3.115
C 0.389 -2.968 -1.490
C -3.720 -0.293 -0.578
C -2.582 -0.944 -1.430
C 1.544 -1.995 -1.542
C 4.538 -0.533 0.016
C 1.077 0.639 1.171
C -1.859 4.308 -1.258
C -3.452 2.283 -0.826
C 1.274 -0.617 -0.822
C -3.420 1.038 0.127
C 1.992 0.421 -1.745
C 1.619 -1.612 2.823
C -1.257 -0.182 -1.581
C 2.004 -0.505 0.571
C 3.384 0.206 0.659
C 0.689 -2.496 3.374
H -1.382 0.879 -1.808
H -2.444 -1.986 -1.137
H 1.023 -3.436 3.819
H 0.394 1.241 -3.060
H -0.794 4.374 -1.003
H 0.200 1.777 -0.349
H 2.388 -2.520 -1.089
H -4.470 2.677 -0.789
H 2.014 1.393 -1.245
H -2.983 -1.019 -2.449
H -3.186 3.995 0.469
H 3.631 0.284 1.729
H -2.536 1.033 0.766
H -3.147 2.030 -1.844
H -0.380 -2.276 3.307
H -4.594 -0.126 -1.218
H 1.808 -1.863 -2.592
H -4.052 -1.028 0.165
H -1.766 2.981 0.438
H -0.780 -0.616 -2.467
H -1.959 3.901 -2.265
H 1.966 -0.737 3.392
H -2.265 5.315 -1.151
H 1.117 -0.226 -3.686
H 3.391 1.242 0.320
H 1.560 -2.622 1.007
H 3.175 -2.174 1.531
H 2.038 1.250 -3.729
H -4.257 1.209 0.819
H 3.007 0.089 -1.971
```

Results
Charge = +1

Löwdin atomic charge list, values in e, 5 entries: 0.750 1.129 0.902 0.113 0.175

***

[2]
The following is a quantum chemistry calculation of a molecular structure, C35H48FeN6O3S, from the OMol25 dataset.

```
94
Properties=species:S:1:pos:R:3
Fe -0.098 0.031 0.360
S 0.414 -0.848 -2.299
O -2.033 0.045 -0.175
O -2.449 -0.862 1.924
O 0.249 0.839 2.628
N -1.079 -2.502 -3.813
N -0.122 1.468 4.747
N -2.259 -1.174 -2.519
N 0.795 -1.716 1.235
N 1.979 0.494 0.227
N -0.467 2.430 -1.317
C 2.989 -2.701 1.895
C -3.224 4.736 -2.154
C -0.480 4.553 -2.508
C -0.410 -3.813 4.063
C 4.244 -0.315 0.911
C 0.304 -2.835 3.371
C -1.414 -4.577 2.039
C -0.528 1.264 3.469
C -1.266 -4.682 3.414
C -2.036 0.188 1.122
C -0.924 -3.490 -0.162
C 2.751 -0.460 0.773
C -1.156 3.525 -1.852
C -1.972 1.617 3.190
C 1.259 -1.967 4.146
C 2.128 -1.616 1.301
C 3.753 0.016 -2.160
C 0.016 -2.935 -4.648
C -1.009 -1.509 -2.896
C -1.175 5.656 -2.980
C 2.566 1.569 -0.490
C -0.732 -3.608 1.319
C -2.539 3.629 -1.679
C 1.568 3.126 1.232
C -2.327 1.545 1.712
C -3.233 -2.128 -3.036
C 3.475 3.772 -1.972
C -2.550 5.759 -2.808
C -3.502 -1.670 1.410
C 2.328 2.882 -0.040
C 2.784 3.961 -0.785
C 0.134 -2.716 1.983
C 3.741 2.484 -2.394
C -2.462 -2.739 -4.207
C 3.319 1.372 -1.665
H 0.594 4.477 -2.643
H 3.732 -3.039 1.167
H -1.575 -4.287 -0.532
H -3.087 6.622 -3.180
H -4.296 4.797 -2.014
H 3.235 -0.805 -1.673
H -3.395 1.768 1.591
H 0.023 -3.523 -0.702
H -0.087 -4.001 -4.854
H -2.684 -2.230 -5.152
H 0.779 -1.617 5.063
H -1.375 -2.527 -0.406
H -4.453 -1.129 1.437
H 4.542 -0.423 1.957
H 3.581 -0.071 -3.234
H 0.501 2.939 1.078
H 4.825 -0.116 -1.985
H -2.164 2.619 3.583
H 0.410 2.221 -1.776
H -2.373 -0.726 -1.613
H 0.802 1.166 5.007
H 2.147 -2.534 4.442
H 4.302 2.319 -3.308
H 1.896 2.457 2.028
H -3.295 -1.984 0.387
H -2.593 0.923 3.762
H -0.635 6.443 -3.492
H 2.585 4.965 -0.426
H -1.782 2.298 1.138
H -2.072 -5.259 1.510
H -3.558 -2.547 2.050
H 3.815 4.621 -2.552
H 0.949 -2.756 -4.122
H -2.654 -3.804 -4.333
H -3.068 2.829 -1.171
H 4.786 -1.080 0.348
H -1.059 1.608 -1.290
H 2.392 -3.562 2.190
H 3.541 -2.357 2.775
H 4.583 0.659 0.565
H -1.803 -5.441 3.970
H -0.769 1.736 5.466
H 0.032 -2.389 -5.597
H -3.477 -2.884 -2.284
H 1.581 -1.102 3.571
H 1.691 4.160 1.554
H -0.273 -3.891 5.137
H -4.149 -1.634 -3.350
```

Results
2S+1 = 5
ΔE to the lowest compared entry with this formula, charge and spin = 0.0 kJ/mol

Löwdin atomic charge list, values in e, 5 entries: 0.672 0.763 -0.179 -0.087 0.015

***

[3]
The following is a quantum chemistry calculation of 2 unconnected molecules or ions with the total composition C4H8, from the OMol25 dataset.

```
12
Properties=species:S:1:pos:R:3
C 2.551 -0.294 0.146
C -2.654 -0.497 -0.186
C -1.828 0.246 -1.009
C 1.974 0.567 1.022
H -3.613 -0.163 -0.105
H -0.821 -0.037 -1.049
H 1.067 0.262 1.651
H 2.180 1.614 0.932
H -2.514 -1.551 0.014
H 2.274 -1.386 0.344
H -2.052 1.260 -1.257
H 3.437 -0.022 -0.502
```

Results
ΔE to the lowest compared entry with this formula, charge and spin = 208.3 kJ/mol

Löwdin atomic charge list, values in e, 5 entries: -0.104 -0.043 -0.039 -0.107 -0.005

***

[4]
The following is a quantum chemistry calculation of C8H12Cl2N6O in the gas phase, from the OMol25 dataset.

```
29
Properties=species:S:1:pos:R:3
Cl 4.753 0.994 0.813
Cl 1.834 0.824 -4.550
O -1.583 0.772 2.959
N -0.157 0.049 -0.219
N -3.660 1.141 2.307
N 0.098 -0.746 0.793
N 1.000 0.673 -0.687
N -3.315 -1.373 0.714
N -1.421 -2.594 0.320
C -2.712 -2.565 0.184
C 1.364 0.105 -3.025
C -1.043 -1.500 1.299
C 0.967 1.104 -2.085
C 3.385 0.051 0.135
C -2.352 -0.795 1.359
C 2.123 1.124 0.196
C -2.468 0.463 2.211
H -3.181 -3.232 -0.415
H 2.315 -0.359 -2.642
H 1.725 1.240 1.270
H -4.052 1.610 3.168
H 2.497 2.164 -0.093
H 1.551 2.030 -2.265
H -0.810 -1.887 2.260
H 3.200 -0.806 0.801
H 0.618 -0.679 -3.020
H 3.631 -0.222 -0.866
H -0.026 1.411 -2.458
H -4.281 1.003 1.538
```

Results
ΔE to the lowest compared entry with this formula, charge and spin = 0.0 kJ/mol

Löwdin atomic charge list, values in e, 5 entries: 0.520 0.612 0.077 0.101 0.147

***

[5]
The following is a quantum chemistry calculation of a molecular structure, C11H16AlBF5N2O4, from the OMol25 dataset.

```
40
Properties=species:S:1:pos:R:3
Al -1.091 -0.557 0.853
F 1.234 -1.008 2.608
F 0.011 -2.826 2.235
F 4.745 -0.293 -2.110
F 4.694 0.334 -0.048
F 5.880 -1.402 -0.616
O -1.777 -1.445 -1.994
O -3.124 2.575 -0.036
O 0.780 1.927 1.916
O -2.854 -2.853 -0.421
N -5.137 3.601 -0.248
N -3.361 4.678 0.769
C 1.457 -2.092 0.535
C 4.712 -0.758 -0.827
C 2.153 -3.535 -1.257
C 0.709 1.860 0.479
C -0.573 1.198 -0.032
C 3.257 -2.741 -1.442
C 1.252 -3.192 -0.264
C -3.824 3.548 0.148
C 2.601 -1.333 0.347
C 0.492 -1.653 1.616
C 3.508 -1.643 -0.647
B -2.011 -1.767 -0.661
H -1.418 1.907 0.055
H -2.196 -0.420 2.026
H -3.071 -2.911 0.514
H 0.716 2.911 0.110
H 0.367 -3.809 -0.119
H 1.989 -4.393 -1.900
H -0.436 0.992 -1.108
H -5.507 2.789 -0.704
H -3.919 5.493 0.933
H 1.719 1.905 2.125
H -2.404 4.671 1.073
H -2.193 -2.091 -2.588
H 2.782 -0.477 0.987
H 1.611 1.406 0.037
H -5.731 4.394 -0.104
H 3.955 -2.992 -2.241
```

Results
Charge = -1

Löwdin atomic charge list, values in e, 5 entries: 0.470 -0.025 -0.040 0.109 0.131

***

[6]
The following is a quantum chemistry calculation of C2H5N3O2 in the gas phase, from the OMol25 dataset.

```
12
Properties=species:S:1:pos:R:3
O -2.443 1.348 0.020
O -3.238 -0.731 0.072
N -0.877 -0.502 0.123
N 0.296 0.123 -0.126
N 2.551 0.313 -0.094
C -2.305 0.064 0.172
C 1.428 -0.425 0.132
H -1.597 1.930 0.000
H 1.356 -1.454 0.409
H -0.886 -1.547 0.164
H 2.315 1.073 -0.609
H 3.399 -0.192 -0.264
```

Results
ΔE to the lowest compared entry with this formula, charge and spin = 276.3 kJ/mol

Löwdin atomic charge list, values in e, 5 entries: 0.115 0.060 -0.011 -0.030 0.089

***

[7]
The following is a quantum chemistry calculation of C4H7NO in the gas phase, from the OMol25 dataset.

```
13
Properties=species:S:1:pos:R:3
O 2.236 -0.792 -1.100
N 1.228 0.803 0.312
C 1.199 -0.375 -0.587
C -1.337 -0.067 -0.365
C -0.950 0.306 0.993
C -0.121 -0.855 -0.766
H -0.248 -1.843 -1.210
H 1.872 1.501 -0.077
H -1.588 0.783 -1.009
H 1.619 0.536 1.214
H -2.202 -0.746 -0.347
H -0.906 1.331 1.354
H -0.816 -0.483 1.730
```

Results
ΔE to the lowest compared entry with this formula, charge and spin = 391.7 kJ/mol

Löwdin atomic charge list, values in e, 5 entries: 0.019 0.073 -0.539 -0.278 0.052

***

[8]
The following is a quantum chemistry calculation of 8 unconnected molecules or ions with the total composition C27H58NO9PS, from the OMol25 dataset.

```
97
C27H58NO9PS (ωB97M-V with the def2-TZVPD basis set)
S 0.055 7.574 -2.197
P 0.901 5.996 -2.942
O 4.713 0.858 6.527
O -4.651 -3.732 -3.900
O 2.943 2.422 2.536
O 3.594 -0.194 -1.157
O 0.154 0.283 0.967
O -5.141 2.850 0.642
O -8.624 -1.679 -1.030
O -2.406 1.143 -2.373
O 3.812 -5.132 -1.860
N -0.625 0.151 -1.231
C 0.001 0.751 -0.117
C 4.210 3.208 4.461
C 1.313 3.025 -0.157
C -1.316 1.190 -1.889
C 4.643 1.692 7.685
C 1.448 4.208 -0.888
C -0.329 -2.295 -1.275
C -6.219 -2.201 -2.833
C 4.864 -1.938 -0.041
C -0.295 3.547 -2.449
C 5.939 1.664 8.473
C 6.030 -5.606 -1.006
C 0.030 -2.595 -2.748
C 0.674 4.463 -2.018
C -4.992 -2.358 -3.712
C -8.905 -0.293 -0.847
C -2.865 2.428 1.400
C 2.900 3.254 3.698
C -1.286 -1.144 -1.051
C 4.902 -0.708 -0.928
C -0.974 -2.048 -3.758
C 0.377 2.118 -0.617
C -0.416 2.380 -1.721
C 4.544 -5.900 -0.906
C -10.112 -0.073 0.045
C -4.345 2.170 1.609
C 1.456 -2.131 -3.110
H -10.304 0.990 0.191
H 4.434 2.698 7.331
H 4.349 -6.965 -1.072
H -4.555 1.096 1.557
H 0.012 -3.679 -2.859
H 5.881 2.317 9.345
H 4.166 -5.635 0.080
H -5.150 -1.889 -4.689
H 5.033 3.531 3.821
H 2.166 4.953 -0.573
H -9.396 -2.084 -1.437
H 3.807 1.369 8.313
H 2.687 4.264 3.349
H -6.459 -1.150 -2.677
H 6.597 -6.180 -0.271
H -6.054 -2.667 -1.862
H -4.878 2.533 -0.229
H 5.868 -2.337 0.116
H 1.745 -1.255 -2.540
H 1.494 -1.930 -4.178
H -1.974 -2.457 -3.625
H -11.004 -0.528 -0.393
H -2.650 3.496 1.450
H 4.428 2.191 4.791
H 6.406 -5.853 -2.001
H 0.463 5.658 -4.234
H -1.027 -0.960 -3.685
H 2.073 2.932 4.338
H -2.184 -1.189 -1.654
H 4.429 -1.700 0.933
H 4.172 3.858 5.336
H -9.063 0.177 -1.824
H 5.316 -0.953 -1.905
H 2.298 6.138 -3.012
H 6.162 0.651 8.816
H 4.138 -5.371 -2.733
H 6.771 1.988 7.847
H -2.265 1.912 2.152
H 1.904 2.816 0.725
H 4.243 -2.713 -0.492
H -4.129 -1.885 -3.245
H 0.602 -2.065 -0.760
H -7.086 -2.690 -3.282
H -8.015 0.146 -0.399
H -5.399 -4.163 -4.324
H -0.676 -2.278 -4.776
H 3.214 0.041 -0.304
H 4.885 -0.039 6.829
H -0.752 -3.185 -0.816
H 3.114 1.521 2.829
H -4.665 2.532 2.585
H 5.524 0.074 -0.478
H -0.923 3.719 -3.311
H 2.153 -2.950 -2.949
H -9.952 -0.538 1.019
H -2.557 2.079 0.411
H 6.215 -4.545 -0.842
H -1.626 -1.194 -0.015
```

Löwdin atomic charge list, values in e, 5 entries: 0.091 0.327 -0.102 -0.088 -0.105

***

[9]
The following is a quantum chemistry calculation of 14 unconnected molecules or ions with the total composition C2H31NO15, from the OMol25 dataset.

```
49
Properties=species:S:1:pos:R:3
O -1.160 -0.573 4.224
O -1.773 3.445 -1.354
O -1.579 1.474 0.337
O 0.524 1.837 2.462
O 4.415 1.848 0.036
O 1.108 -3.682 -2.043
O 0.304 -0.821 -2.646
O 2.721 -0.396 2.687
O 2.775 0.063 -3.022
O -2.400 2.384 2.710
O -2.453 1.250 -2.702
O 1.909 -1.830 0.243
O 1.004 2.147 -2.501
O -3.933 -1.800 0.073
O 0.741 0.081 0.493
N -0.294 -1.928 0.483
C 0.827 -1.214 0.231
C -0.600 -3.369 0.664
H 3.241 -0.633 -2.779
H -2.330 1.637 3.310
H 1.477 1.813 -3.346
H -0.162 -0.227 4.040
H -1.828 1.717 1.225
H -1.972 2.882 -2.057
H -1.509 -3.530 0.154
H -0.602 -3.494 1.796
H 1.299 -3.641 -1.019
H -3.383 -1.257 0.741
H -1.105 -1.535 4.129
H -1.111 4.015 -1.556
H -4.539 -1.329 -0.354
H -1.578 2.799 2.830
H 2.154 0.026 2.083
H -1.034 -1.404 0.374
H 1.236 1.649 -1.821
H -0.421 -0.913 -2.110
H 1.937 -3.571 -2.407
H -1.636 2.273 -0.265
H -2.468 1.090 -1.626
H 3.729 1.526 0.452
H 2.769 -1.211 2.178
H 4.006 2.441 -0.596
H 0.024 -4.143 0.237
H 0.084 0.629 0.335
H -1.486 1.049 -2.790
H 0.525 2.834 2.583
H 1.840 -0.246 -2.848
H 0.548 -1.803 -2.884
H 0.159 1.644 1.616
```

Results
ΔE to the lowest compared entry with this formula, charge and spin = 617.4 kJ/mol

Löwdin atomic charge list, values in e, 5 entries: -0.122 0.034 -0.081 -0.037 0.027

***

[10]
The following is a quantum chemistry calculation of a molecular structure, C7H26AgF2N11O10S2, from the OMol25 dataset.

```
59
Properties=species:S:1:pos:R:3
Ag -2.349 20.938 -0.837
S 0.847 21.469 0.373
S 0.556 22.818 -1.491
F 0.364 20.067 1.004
F -0.630 23.082 -2.550
O 0.021 19.264 -2.461
O 0.404 24.104 -0.846
O -2.675 21.155 1.426
O 1.700 22.633 -2.408
O -2.782 23.139 -0.620
O -2.786 18.798 -0.712
O -2.693 21.186 -3.007
O 2.237 21.075 0.041
O 0.559 22.358 1.485
O -4.506 21.153 -0.759
N -0.216 21.416 -0.752
N -2.172 25.220 -0.211
N -4.098 22.332 2.648
N -6.550 21.974 -0.307
N -1.877 19.818 -4.453
N -2.125 17.382 -2.288
N -5.819 20.045 0.568
N -4.134 24.890 -0.696
N -2.139 21.840 3.476
N -3.714 16.845 -1.007
N -3.176 21.345 -5.157
C -2.933 21.740 2.458
C -5.596 21.040 -0.272
C 1.174 18.926 -3.203
C -3.014 24.313 -0.552
C -2.629 20.817 -4.148
C 1.734 17.620 -2.660
C -2.911 17.745 -1.311
H -6.766 20.007 0.916
H -2.164 16.477 -2.735
H -1.189 19.574 -3.756
H -4.297 22.830 3.504
H -1.199 24.978 -0.092
H -3.879 22.060 -5.029
H 1.014 16.807 -2.755
H -4.140 25.889 -0.542
H -1.245 17.808 -2.539
H -6.380 22.730 -0.954
H 1.989 19.649 -3.244
H -5.205 19.244 0.608
H -2.935 20.926 -6.043
H -3.794 16.000 -1.554
H -2.540 26.039 0.253
H -4.889 24.384 -1.135
H 0.782 18.877 -4.219
H 0.173 19.989 -1.850
H 1.980 17.632 -1.598
H -4.210 16.933 -0.131
H -1.665 19.678 -5.431
H -7.502 21.904 0.025
H -1.236 21.392 3.545
H -4.723 22.372 1.855
H -2.406 22.283 4.343
H 2.659 17.269 -3.116
```

Results
2S+1 = 2
Charge = +1
ΔE to the lowest compared entry with this formula, charge and spin = 0.0 kJ/mol

Löwdin atomic charge list, values in e, 5 entries: 1.192 0.462 0.641 -0.204 -0.197

***

[11]
The following is a quantum chemistry calculation of 2 unconnected molecules or ions with the total composition C2H6ClFSi, from the OMol25 dataset.

```
11
Properties=species:S:1:pos:R:3
Cl -0.147 4.260 -1.676
Si -1.058 2.812 -0.602
F -2.250 3.583 0.194
C 0.018 2.001 0.730
C -0.272 -2.032 -0.968
H 0.932 1.599 0.305
H -0.508 1.189 1.221
H -0.735 -1.616 -1.834
H 0.620 -2.612 -1.053
H -0.739 -1.930 -0.013
H 0.285 2.740 1.482
```

Results
ΔE to the lowest compared entry with this formula, charge and spin = 380.3 kJ/mol

Löwdin atomic charge list, values in e, 5 entries: 0.280 0.164 -0.261 -0.249 0.087

***

[12]
The following is a quantum chemistry calculation of CH5OPS in the gas phase, from the OMol25 dataset.

```
9
Properties=species:S:1:pos:R:3
S 1.645 0.506 -1.381
P 0.598 0.289 0.537
O 1.185 -1.317 0.870
C -1.069 -0.041 -0.125
H -1.510 -0.821 0.492
H -0.946 -0.225 -1.143
H -1.511 0.869 -0.164
H 0.432 -1.894 1.190
H 2.768 0.805 -0.807
```

Results
ΔE to the lowest compared entry with this formula, charge and spin = 55.0 kJ/mol

Löwdin atomic charge list, values in e, 5 entries: 0.376 0.581 -0.447 -0.340 0.049

***

Listing molecular weight for the structures above in their given order: 549.76, 688.72, 56.11, 279.13, 373.04, 103.08, 85.11, 603.80, 309.26, 634.35, 112.61, 96.09 g/mol.
Listing E_tot for the structures above in their given order: -143907.17730, -97381.74865, -4275.03453, -44520.00947, -43702.46002, -10718.94666, -7795.58423, -68980.27163, -34777.11667, -75644.40481, -25288.63187, -23289.66791 eV.